{
  "formula": "C19H55Ag2N8O7",
  "method": "wB97M-V/def2-TZVPD",
  "homo_energy_ha": -0.4019,
  "e_tot_ha": -2015.25365,
  "homo_lumo_gap_ev": 6.80,
  "molar_mass_g_mol": 723.43,
  "lumo_energy_ev": -4.14,
  "total_charge": 1,
  "symbols": ["H", "C", "H", "H", "N", "H", "C", "O", "C", "C", "N", "H", "Ag", "C", "H", "C", "C", "H", "H", "H", "H", "C", "H", "H", "H", "H", "C", "H", "C", "H", "H", "H", "H", "C", "C", "H", "N", "H", "C", "H", "H", "H", "H", "H", "C", "O", "O", "H", "C", "H", "H", "O", "H", "C", "H", "H", "H", "C", "C", "H", "H", "H", "N", "H", "H", "H", "N", "O", "N", "H", "Ag", "O", "H", "H", "H", "N", "H", "N", "O", "H", "H", "H", "H", "H", "H", "H", "H", "H", "H", "H", "C"],
  "xyz": [[-2.802, -2.193, 2.940], [-1.655, -4.477, -1.671], [-1.268, -0.714, 1.562], [-3.284, -3.116, -2.086], [0.929, 3.849, 1.299], [0.039, -1.278, 2.571], [-1.295, -2.916, 4.237], [1.565, 1.022, -3.045], [-1.775, -2.978, -3.656], [4.959, 2.675, -3.463], [4.339, 0.614, 4.827], [-0.560, -2.259, -1.471], [-2.167, 4.437, -0.338], [2.448, -0.805, 4.392], [3.399, 2.054, -4.744], [-5.388, 2.741, -2.271], [-1.229, 1.530, -0.854], [-2.044, -1.978, -4.009], [-0.902, 1.866, 0.139], [-1.381, -2.816, 0.859], [3.603, 0.517, -2.859], [-2.199, -3.122, -2.182], [2.835, -1.617, 5.022], [-1.855, -4.082, 1.787], [5.051, 1.228, 4.443], [-2.341, -7.505, -2.529], [3.468, 2.442, -3.725], [-1.612, -6.977, -1.007], [-2.471, 0.601, 3.406], [1.164, -0.208, 0.513], [2.611, -0.963, 1.318], [3.526, 1.827, 2.371], [-4.899, 3.295, -0.479], [-1.684, -6.758, -2.071], [2.050, -0.046, 1.128], [-2.080, 0.850, -0.734], [-0.342, 2.930, 2.929], [-3.534, 2.794, -1.505], [-1.023, -1.033, 2.583], [4.023, -0.425, 2.973], [1.462, 2.997, 1.257], [1.425, -0.938, -2.245], [-0.759, -6.969, -2.622], [2.030, -0.916, -3.830], [1.341, -0.369, -3.181], [-1.252, -0.067, 3.580], [-1.535, 2.572, -1.767], [1.013, 4.568, 0.601], [-1.720, -2.371, 2.869], [-1.194, 2.795, 3.432], [-1.730, -1.133, -1.710], [1.713, 0.826, 2.170], [5.570, 1.901, -3.934], [3.460, 0.093, 3.761], [2.371, 2.000, 3.642], [3.006, 4.410, -3.072], [1.823, -0.296, 5.127], [2.824, 1.251, 2.986], [2.931, 1.373, -2.794], [-2.424, -3.633, -4.245], [-2.551, 1.483, 4.042], [-1.848, -2.309, 4.962], [-1.294, -3.238, 1.779], [4.842, -0.170, 5.228], [-3.825, 2.240, -3.465], [-0.557, -4.408, -1.673], [-4.439, 3.244, -1.381], [-6.586, 2.877, -2.110], [2.778, 3.751, -3.816], [5.254, 2.814, -2.423], [0.279, 3.260, -3.339], [-0.567, 5.151, 2.458], [2.951, 1.686, -1.745], [-0.227, -2.749, 4.371], [0.305, -0.472, -3.494], [-1.555, -2.074, -1.386], [0.350, 2.195, 2.957], [-4.831, 2.253, -3.424], [-2.219, -5.501, -2.435], [-0.731, -3.191, -3.879], [-5.332, 1.669, -4.066], [3.192, 4.252, -4.597], [5.319, 3.557, -4.000], [1.952, -1.410, 3.630], [-1.629, -3.920, 4.495], [-0.377, 0.939, -1.219], [-3.417, 0.072, 3.563], [-1.925, -4.556, -0.609], [2.697, 0.444, 0.377], [-2.529, 0.958, 2.369], [-0.058, 4.050, 2.203]]
}

---

{
  "formula": "C19H55Li2O16",
  "method": "wB97M-V/def2-TZVPD",
  "homo_energy_ha": [-0.0817, -0.3229],
  "e_tot_ha": -1975.64479,
  "homo_lumo_gap_ev": [2.21, 8.72],
  "s_squared": 0.75,
  "molar_mass_g_mol": 553.52,
  "multiplicity": 2,
  "lumo_energy_ev": [-0.01, -0.07],
  "symbols": ["H", "H", "Li", "H", "H", "H", "O", "C", "H", "H", "Li", "O", "H", "H", "O", "C", "H", "C", "H", "C", "C", "C", "H", "C", "O", "H", "H", "C", "O", "O", "H", "H", "H", "H", "C", "O", "H", "H", "H", "H", "C", "H", "H", "H", "H", "H", "O", "H", "C", "H", "H", "C", "C", "C", "H", "H", "H", "H", "H", "H", "H", "H", "H", "H", "O", "O", "C", "O", "O", "H", "C", "C", "H", "H", "H", "H", "H", "O", "H", "H", "H", "H", "H", "O", "H", "O", "H", "O", "H", "H", "C", "C"],
  "xyz": [[-1.764, -3.263, 1.677], [-0.936, -1.141, 4.018], [-0.927, -1.014, -2.536], [4.628, -0.168, 3.308], [0.911, 0.696, -0.374], [-1.888, 2.793, 4.608], [-0.989, 2.231, -3.466], [-0.426, 4.322, -2.438], [0.119, -3.609, -2.165], [0.872, -0.957, 1.196], [-2.992, 0.990, -0.577], [-2.174, 1.911, 4.853], [-3.848, 2.028, 2.845], [2.188, -0.286, -5.090], [1.064, -1.007, -3.488], [2.237, 3.034, 0.475], [-0.497, -3.290, 2.920], [-0.594, -3.704, -4.729], [1.803, 5.267, 1.951], [3.708, -0.218, 2.726], [-3.857, 1.973, 1.757], [-1.035, -5.237, 2.011], [-0.790, -1.107, 1.393], [-0.048, -0.951, 0.610], [-2.902, -0.813, 3.488], [1.191, 3.877, -3.512], [-2.019, -0.716, 5.363], [-1.336, -3.841, 2.496], [3.408, 3.874, 0.439], [-0.144, -5.823, 2.899], [-2.137, -3.839, 3.236], [-0.960, 5.161, -1.993], [0.820, 2.566, 2.095], [-0.077, -1.812, -0.058], [-2.976, 3.087, 1.215], [5.122, -1.562, 1.194], [4.158, 0.164, 0.617], [-3.087, 3.885, -0.529], [0.515, -4.496, 0.641], [-3.365, 0.090, 2.104], [-0.197, -5.319, 0.683], [-3.445, 4.019, 1.528], [1.554, 1.399, -2.529], [2.472, 3.058, 2.569], [5.457, -1.750, 0.314], [-1.727, 3.995, -4.191], [-3.043, 2.991, -0.183], [-0.907, -5.290, -0.144], [-0.104, 0.415, -0.093], [0.267, -6.298, 0.559], [3.147, -1.209, 0.843], [1.624, 3.282, 1.922], [-1.310, 0.993, 4.222], [-1.764, -0.503, 4.325], [-1.931, 2.971, 1.500], [-1.092, 1.783, -2.623], [1.560, 3.124, -0.374], [-1.364, -5.069, -3.095], [-2.355, -3.703, -3.343], [1.889, -1.440, -3.257], [3.175, 4.751, 0.127], [-2.390, 3.487, -2.628], [0.602, 0.332, -4.842], [-1.031, 1.205, 3.190], [1.099, 4.632, 2.103], [0.722, 4.674, -3.254], [-1.311, -4.015, -3.365], [0.649, -4.428, -4.885], [2.071, 2.403, -4.270], [-0.437, 1.072, 4.871], [4.001, -0.689, 1.278], [-1.483, 3.544, -3.229], [2.604, 2.009, 0.420], [-0.467, 1.183, 0.590], [2.540, -0.801, 4.158], [-1.259, -3.922, -5.565], [-4.898, 2.001, 1.436], [-3.368, 0.695, 1.360], [3.087, 1.068, -3.096], [0.792, -4.672, -5.802], [-3.057, -1.757, 3.404], [2.598, 2.247, -5.057], [-0.014, 3.796, -1.577], [-0.692, -3.148, -2.394], [0.399, -5.122, 3.264], [2.846, -1.172, 3.328], [-1.953, -5.812, 1.888], [-1.023, 0.520, -1.195], [-0.356, -2.643, -4.793], [3.266, 0.752, 2.499], [2.077, 1.233, -3.470], [1.501, 0.029, -4.304]]
}